The following is a quantum chemistry calculation of C26H32N2O5S in the gas phase in a non-equilibrium geometry, from the OMol25 dataset.

Structure (ORCA input):
```
! wB97M-V def2-TZVPD RIJCOSX def2/J DEFGRID3
* xyz 0 1
S -3.69 2.23 0.35
O -4.06 2.32 1.74
O 6.27 1.26 -0.18
O 2.98 2.29 0.83
O -4.12 3.28 -0.51
O 2.81 1.89 -1.38
N -4.21 0.79 -0.35
N 4.44 0.05 0.33
C -1.37 1.94 -1.04
C -6.54 0.42 -1.05
C 4.40 2.44 0.77
C -2.85 -1.74 1.96
C 0.27 2.24 1.19
C 0.00 1.93 -1.19
C 0.71 -2.80 -1.22
C 2.30 2.07 -0.31
C 1.86 -1.71 1.11
C 4.93 -1.22 -0.18
C 5.13 1.19 0.23
C -1.91 2.10 0.22
C -3.93 -1.62 -0.57
C -3.25 -0.52 1.45
C -1.10 2.26 1.33
C -3.52 -2.83 -0.05
C 4.17 -2.36 0.48
C -2.97 -2.90 1.22
C -5.14 0.88 -1.45
C -3.81 -0.44 0.17
C 2.69 -2.23 0.21
C 0.83 2.08 -0.08
C 2.22 -2.64 -1.16
C 0.04 -1.57 -0.60
C 0.40 -1.50 0.88
C 4.83 3.68 -0.01
H 0.39 -2.93 -2.25
H 3.48 0.04 0.63
H -5.17 1.93 -1.74
H -3.62 -3.72 -0.64
H 2.53 -1.87 -1.88
H 4.40 4.57 0.44
H -3.18 0.36 2.05
H -4.77 0.30 -2.31
H 0.41 -3.69 -0.65
H 4.69 2.54 1.82
H 5.91 3.73 0.01
H -4.35 -1.60 -1.57
H 4.54 -3.31 0.09
H -2.66 -3.85 1.63
H 2.71 -3.57 -1.45
H 0.92 2.36 2.04
H 4.50 3.60 -1.04
H -6.54 -0.62 -0.74
H 4.35 -2.34 1.56
H -7.22 0.54 -1.89
H -0.16 -2.26 1.43
H 2.22 -1.45 2.09
H 4.81 -1.25 -1.27
H 0.10 -0.53 1.29
H 0.46 1.81 -2.17
H 0.41 -0.68 -1.11
H 6.00 -1.27 0.04
H -1.57 2.40 2.30
H -6.90 1.03 -0.22
H -2.03 1.84 -1.89
H -1.04 -1.62 -0.72
H -2.44 -1.77 2.96
*
```

Values from the calculation:
Energy relative to the best compared isomer or geometry (same formula, charge and spin): 80.8 kJ/mol
HOMO energy: -8.740 eV
Structure (SMILES): CCN(c1ccccc1)S(=O)(=O)c1ccc(C(=O)O[C@H](C)C(=O)NCCC2=CCCCC2)cc1

Here are the Löwdin charges for atoms 1 to 4, given in e: number 1, S, carries 0.699; number 2, O, carries -0.275; number 3, O, carries 0.083; number 4, O, carries 0.020

The following is a quantum chemistry calculation of C26H32N4O5S in the gas phase in a non-equilibrium geometry, from the OMol25 dataset.

Structure (ORCA input):
```
! wB97M-V def2-TZVPD RIJCOSX def2/J DEFGRID3
* xyz 0 1
S 3.88 4.24 0.53
O 3.46 -3.74 -1.61
O -4.40 1.99 -0.65
O 6.55 0.28 -0.68
O -0.63 4.20 0.77
O -1.93 2.78 -0.29
N 2.81 2.16 -0.55
N 0.14 -1.50 0.80
N 5.15 1.98 -0.30
N 2.08 -2.01 -1.21
C 4.18 -0.18 -0.86
C -3.68 0.28 -2.24
C 3.95 2.63 -0.19
C 1.79 3.03 -0.28
C -1.49 -1.26 3.22
C -1.07 1.14 -1.82
C -5.74 1.53 -0.64
C -2.10 -1.68 1.89
C 2.18 4.20 0.31
C 0.77 -1.16 2.07
C 0.25 1.60 -1.51
C 3.31 -2.57 -1.33
C -0.70 3.27 0.00
C 0.45 2.61 -0.63
C 4.50 -1.64 -1.15
C 0.39 -2.86 0.32
C -3.46 1.32 -1.35
C -5.92 0.29 0.23
C -2.62 -0.32 -2.92
C -2.13 1.76 -1.15
C -0.02 -1.69 3.28
C -1.25 -1.11 0.74
C 0.88 -2.81 -1.13
C -1.33 0.09 -2.72
C 5.40 0.66 -0.63
C 1.02 0.34 2.15
H -6.98 0.02 0.25
H 1.16 -3.34 0.93
H -2.12 -2.77 1.83
H -0.51 -3.49 0.37
H -2.04 -1.71 4.05
H 0.44 -1.33 4.20
H -5.59 0.51 1.24
H -1.56 -0.17 3.33
H 0.02 -2.78 3.28
H -0.50 -0.37 -3.24
H -5.35 -0.54 -0.15
H 3.56 -0.09 0.04
H 5.98 2.53 -0.08
H 1.52 0.69 1.25
H -1.30 -0.02 0.78
H 1.97 -1.09 -0.82
H -3.12 -1.32 1.80
H 3.63 0.27 -1.69
H -6.30 2.37 -0.22
H 5.12 -1.71 -2.05
H -6.09 1.36 -1.66
H 5.11 -2.05 -0.34
H 1.76 -1.65 2.07
H 1.09 1.12 -1.98
H 1.13 -3.81 -1.49
H -1.66 -1.42 -0.22
H 0.11 -2.36 -1.77
H 1.56 5.02 0.61
H 1.66 0.56 3.00
H 0.10 0.91 2.27
H -2.83 -1.12 -3.61
H -4.68 -0.08 -2.42
*
```

Values from the calculation:
Energy relative to the best compared isomer or geometry (same formula, charge and spin): 0.0 kJ/mol
HOMO energy: -8.307 eV
Structure (SMILES): CCOc1cccc2cc(-c3csc(NC(=O)CCC(=O)NCCN4CCCC[C@@H]4C)n3)c(=O)oc12

Here are the Löwdin charges for atoms 1 to 4, given in e: number 1, S, carries 1.065; number 2, O, carries 0.052; number 3, O, carries -0.020; number 4, O, carries 0.103

The following is a quantum chemistry calculation of a molecular structure, C26H32NO2S5Tc in a non-equilibrium geometry, from the OMol25 dataset.

Structure (ORCA input):
```
! wB97M-V def2-TZVPD RIJCOSX def2/J DEFGRID3
* xyz 1 2
Tc -0.45 0.99 0.12
S -2.67 0.05 -0.27
S -0.79 2.72 1.80
S 1.31 -2.97 -1.03
S 0.13 -0.25 -1.87
S 1.87 1.63 0.11
O -0.31 -0.20 1.60
O 0.25 -2.15 -0.38
N -0.73 2.55 -1.24
C -0.66 3.46 -3.46
C -3.55 -1.93 -1.89
C 2.68 -3.02 0.21
C 1.09 4.11 3.23
C -1.32 -1.18 -2.32
C 1.99 2.71 1.47
C -1.36 -1.97 2.85
C -0.49 2.42 -2.56
C 3.27 3.07 1.88
C -3.44 -2.83 -2.93
C -1.05 -0.46 2.72
C 2.37 4.43 3.63
C -0.30 0.05 3.96
C 1.33 -5.54 -1.99
C -2.50 -1.08 -1.58
C 0.89 3.25 2.15
C -1.43 3.99 0.64
C -1.05 4.71 -3.01
C -0.02 1.11 -3.11
C -1.11 3.77 -0.80
C 3.46 3.91 2.96
C 2.12 -3.01 1.61
C -1.25 4.86 -1.65
C -2.29 -2.88 -3.70
C -1.21 -2.07 -3.37
C 0.72 -4.71 -0.89
H -4.26 -3.50 -3.15
H 0.67 -0.44 4.02
H -0.14 1.12 3.88
H -2.21 -3.55 -4.54
H -0.28 -2.13 -3.91
H 1.68 -3.97 1.88
H -2.52 3.93 0.78
H -1.09 4.97 0.98
H -1.56 5.81 -1.23
H 2.42 -5.55 -1.91
H 0.23 4.50 3.75
H -2.02 0.07 2.64
H 0.96 -5.09 0.10
H 3.28 -2.12 0.02
H -2.23 -2.11 3.50
H 0.98 -6.57 -1.93
H -0.48 3.28 -4.51
H 3.29 -3.90 -0.02
H 2.90 -2.78 2.33
H -4.46 -1.87 -1.30
H 1.35 -2.24 1.67
H 0.98 1.23 -3.52
H -1.18 5.53 -3.69
H -0.37 -4.64 -1.00
H 2.52 5.07 4.49
H 1.06 -5.15 -2.97
H 4.47 4.14 3.28
H -0.68 0.77 -3.90
H -0.87 -0.16 4.87
H 4.11 2.66 1.35
H -0.51 -2.49 3.28
H -1.57 -2.37 1.86
*
```

Values from the calculation:
⟨S²⟩: 0.786
HOMO energy (alpha / beta): -10.259 / -10.448 eV

Here are the Löwdin charges for atoms 1 to 4, given in e: number 1, Tc, carries 0.870; number 2, S, carries 0.689; number 3, S, carries 0.965; number 4, S, carries 0.923

The following is a quantum chemistry calculation of a molecular structure, C26H32NO5SW in a non-equilibrium geometry, from the OMol25 dataset.

Structure (ORCA input):
```
! wB97M-V def2-TZVPD RIJCOSX def2/J DEFGRID3
* xyz 1 3
W 0.34 -1.65 1.09
S -2.63 -0.59 -0.24
O -2.29 -3.68 1.91
O -2.35 -0.75 -1.65
O 0.11 3.14 -0.75
O -2.59 0.72 0.39
O 2.88 1.39 -1.08
N -1.78 -1.76 0.67
C 1.97 -1.74 -0.31
C 1.14 -0.56 2.86
C -0.61 3.38 -1.97
C 3.25 3.29 0.45
C -4.16 -1.32 -0.02
C -5.35 -0.83 -0.55
C -0.02 1.00 -1.87
C -4.05 -2.46 0.76
C 0.76 -2.23 -0.93
C 0.83 -1.86 3.43
C 0.32 -3.39 -0.18
C 3.82 3.21 -1.97
C -2.65 -2.75 1.18
C 5.18 1.84 -0.32
C 0.08 1.71 -0.51
C 2.28 -2.61 0.78
C -6.44 -2.69 0.54
C -6.51 -1.53 -0.25
C -0.12 0.15 2.70
C 3.81 2.41 -0.64
C 2.99 2.03 -2.44
C -5.22 -3.16 1.06
C -0.61 2.09 -2.80
C -0.58 -1.93 3.63
C 1.24 -3.59 0.90
C -1.16 -0.71 3.18
H -0.68 0.14 -1.85
H 5.89 2.66 -0.16
H 3.46 2.84 1.43
H 2.02 2.34 -2.87
H -1.67 3.65 -1.75
H -2.20 -0.42 3.32
H -7.36 -3.23 0.78
H 3.75 4.27 0.42
H -5.32 0.07 -1.17
H 5.10 1.25 0.60
H -0.13 4.21 -2.51
H -7.47 -1.18 -0.65
H 5.54 1.22 -1.16
H -0.48 -4.07 -0.47
H -5.14 -4.03 1.70
H 0.94 1.44 0.12
H -1.10 -2.74 4.12
H 1.56 -2.59 3.75
H 0.34 -1.87 -1.87
H 2.13 -0.12 2.73
H -1.64 1.82 -3.08
H 4.75 3.35 -2.52
H 1.21 -4.42 1.60
H 0.00 2.13 -3.70
H -0.84 1.52 0.09
H 2.17 3.47 0.32
H 3.22 -2.62 1.33
H 3.24 4.13 -1.88
H 0.94 0.58 -2.22
H 3.53 1.35 -3.13
H -0.22 1.17 2.36
H 2.58 -0.90 -0.70
*
```

Values from the calculation:
Energy relative to the best compared isomer or geometry (same formula, charge and spin): 54.0 kJ/mol
⟨S²⟩: 2.018
HOMO energy (alpha / beta): -11.464 / -11.461 eV

Here are the Löwdin charges for atoms 1 to 4, given in e: number 1, W, carries 1.643; number 2, S, carries 0.696; number 3, O, carries 0.056; number 4, O, carries -0.286

| no. | total energy (a.u.) |
| --- | --- |
| 1 | -1893.87998 |
| 2 | -2003.43351 |
| 3 | -3286.74108 |
| 4 | -1905.79410 |